ORCA calculation (ωB97M-V with the def2-TZVPD basis set) on a 8-piece molecular cluster, C20H26FN7 overall.

Computed properties:
SMILES string   Fc1ccccc1.CC#N.CC#N.CC#N.CC#N.CC#N.CC#N.CC#N
Molar mass   383.47 g/mol
HOMO energy   -9.057 eV
ΔE to the lowest compared entry with this formula, charge and spin   336.4 kJ/mol
Frontier orbital gap   9.177 eV
DFT total energy   -1260.7581 a.u.

The geometry in ORCA input format:
```
! RIJCOSX wB97M-V def2-TZVPD def2/J DEFGRID3
* xyz 0 1
F 1.273 -5.813 2.033
C 0.432 -5.087 2.774
C 0.023 -3.806 2.315
C -0.836 -3.132 3.130
C -1.294 -3.678 4.356
C -0.826 -4.954 4.785
C -0.010 -5.685 3.977
H 0.293 -3.425 1.341
H -1.084 -2.120 2.846
H -1.904 -3.146 5.070
H -1.139 -5.370 5.731
H 0.325 -6.648 4.333
C 3.149 -3.199 0.953
C 3.790 -1.891 0.763
N 4.256 -0.899 0.575
H 2.920 -3.278 2.016
H 3.810 -4.035 0.722
H 2.256 -3.221 0.329
C -0.801 4.036 -3.688
C 0.325 4.941 -3.793
N 1.212 5.623 -3.977
H -0.934 3.772 -2.639
H -0.568 3.141 -4.266
H -1.703 4.542 -4.032
C -0.341 -1.811 -4.549
C -1.611 -1.458 -3.912
N -2.570 -1.091 -3.387
H 0.201 -2.504 -3.905
H 0.314 -0.945 -4.641
H -0.523 -2.311 -5.501
C 1.738 0.293 3.171
C 0.627 0.985 3.807
N -0.256 1.524 4.300
H 1.888 0.840 2.240
H 1.295 -0.652 2.858
H 2.670 0.271 3.736
C -4.285 1.240 -1.880
C -3.797 2.633 -1.636
N -3.461 3.676 -1.389
H -5.271 1.065 -1.449
H -3.710 0.423 -1.444
H -4.235 1.185 -2.967
C 1.668 6.584 -0.738
C 1.264 5.225 -0.422
N 0.968 4.114 -0.159
H 1.246 7.300 -0.033
H 1.352 6.813 -1.755
H 2.744 6.727 -0.641
C -0.437 0.894 -1.135
C 0.239 -0.174 -0.358
N 0.823 -1.063 0.126
H 0.079 1.816 -0.869
H -1.501 1.082 -0.990
H -0.085 0.649 -2.137
*
```